The following is a quantum chemistry calculation of an isolated ion of composition C17H30NO3 and charge +1, from the Open Molecules 2025 dataset.

**Frontier orbital gap**: 8.992 eV
**Charge**: +1
**Lowest unoccupied orbital energy**: -2.171 eV

```
51
Properties=species:S:1:pos:R:3:forces:R:3:mulliken_charge:R:1
C 1.37131 -1.40602 5.70540 -0.232 -0.117 -0.059 -1.48
H 2.29463 -1.85753 5.35019 0.139 0.006 -0.003 0.37
H 1.26567 -1.63998 6.76160 0.050 0.023 0.077 0.38
H 1.44319 -0.32525 5.60676 0.077 0.108 0.012 0.34
C 0.17140 -1.95054 4.94185 0.098 0.038 0.197 -0.10
C 0.20303 -1.74570 3.45173 -0.129 -0.070 -0.022 0.29
C 1.18812 -1.01302 2.80116 -0.107 -0.036 0.008 -0.32
C 1.16788 -0.85945 1.42768 -0.124 -0.095 -0.309 -0.56
C 0.15510 -1.43708 0.67036 0.158 0.133 0.105 0.23
C -0.83703 -2.17171 1.30206 -0.042 0.008 -0.325 -0.22
C -0.80025 -2.31844 2.67707 0.161 0.100 0.032 -1.19
H -1.57350 -2.89772 3.15927 -0.095 -0.073 0.065 0.41
H -1.63300 -2.63510 0.74096 -0.092 -0.046 -0.078 0.45
O 0.20546 -1.18735 -0.68990 0.130 -0.011 0.273 -0.18
C -0.62110 -1.94372 -1.55162 -0.026 -0.044 -0.529 -0.68
C -0.16988 -1.65265 -2.97846 -0.070 -0.366 0.373 -0.77
H -0.65142 -2.35262 -3.66986 0.027 0.057 0.062 0.39
H 0.91448 -1.77561 -3.02873 -0.081 0.001 -0.021 0.33
O -0.53787 -0.31867 -3.32978 -0.042 0.023 0.161 -0.49
C 0.33148 0.34454 -4.22974 0.377 0.255 -0.074 -0.92
H 0.79195 -0.37190 -4.91697 -0.015 0.028 0.004 0.43
H -0.29186 1.02610 -4.81508 0.092 -0.038 -0.044 0.40
C 1.43273 1.16866 -3.51568 -0.585 0.065 -0.274 0.07
C 0.82267 2.20089 -2.55690 0.614 0.036 -0.605 -0.81
N 0.12086 1.48985 -1.47464 -0.155 -0.487 -0.095 0.54
H 0.78936 0.85409 -1.00762 -0.311 0.126 -0.137 0.17
H -0.53964 0.83268 -1.94942 0.335 0.253 0.310 0.04
C -0.58061 2.33975 -0.47152 -0.267 0.227 0.723 0.28
C 0.39063 2.72226 0.63412 -0.035 0.048 -0.213 -1.41
H 0.68064 1.84288 1.20515 0.027 -0.098 0.058 0.29
H -0.08010 3.42486 1.31509 -0.059 0.058 0.034 0.45
H 1.28204 3.19763 0.23297 0.150 0.071 0.003 0.39
C -1.79116 1.58012 0.07131 -0.042 0.092 -0.310 0.00
C -2.87197 1.35373 -0.98139 0.080 0.021 0.231 -1.35
H -2.53055 0.73283 -1.80821 -0.028 -0.088 -0.130 0.28
H -3.72400 0.85562 -0.52782 -0.103 -0.078 -0.047 0.41
H -3.21822 2.30239 -1.38484 -0.065 0.085 -0.091 0.37
H -2.21535 2.16508 0.88729 0.100 0.024 0.063 0.48
H -1.46358 0.62900 0.49422 0.062 -0.012 0.106 -0.17
H -0.92725 3.23701 -0.99472 0.071 -0.122 -0.076 0.22
H 0.11668 2.83893 -3.09062 -0.028 -0.045 0.123 0.43
H 1.62019 2.81622 -2.13581 -0.149 -0.029 0.044 0.37
O 2.28722 0.37314 -2.72565 0.073 -0.096 0.210 -0.57
H 2.91221 -0.10969 -3.27544 0.019 0.010 -0.014 0.38
H 1.99571 1.70660 -4.29057 -0.126 0.026 0.092 0.52
H -1.67505 -1.66268 -1.42848 0.042 -0.074 0.013 0.36
H -0.51089 -3.01545 -1.35450 -0.024 0.064 0.008 0.52
H 1.95543 -0.31708 0.92426 0.115 0.050 -0.070 0.59
H 1.99046 -0.55976 3.35954 0.108 0.038 0.103 0.36
H 0.08440 -3.02352 5.13374 -0.072 0.036 0.023 0.37
H -0.74063 -1.48661 5.33019 -0.002 -0.088 0.016 0.30
```
Positions in Å, forces in eV/Å.